Formula: C37H40BClCsF9N8O5S2
Source: the OMol25 dataset
Level of theory: wB97M-V/def2-TZVPD

Last column: Mulliken charge in e.
Geometry (Å):
Cs 0.422 0.143 -0.065  1.0566
C -2.561 3.324 0.018  -1.1604
C -2.066 3.168 1.419  0.8605
C -2.128 4.091 2.485  -1.5432
C -1.544 3.439 3.551  0.9633
C -1.330 3.925 4.948  -1.3707
N -1.165 2.215 3.120  0.8590
N -1.477 2.053 1.811  -0.3270
B -0.438 1.134 3.926  -1.5354
N -1.080 -0.264 3.746  0.6966
N -0.972 -0.956 2.587  -0.0566
C -1.596 -2.110 2.770  0.5567
C -1.656 -3.123 1.671  -0.8934
C -2.125 -2.175 4.073  -1.4528
C -1.776 -0.976 4.659  0.7972
C -2.118 -0.485 6.028  -1.2733
N 1.071 1.080 3.578  1.5570
N 1.631 1.670 2.484  -0.9658
C 2.938 1.446 2.581  0.5736
C 3.865 1.919 1.509  -1.1140
C 3.234 0.703 3.736  -1.2612
C 2.015 0.493 4.338  0.8639
C 1.684 -0.259 5.584  -1.1567
H -2.121 4.202 -0.462  0.2614
H -2.304 2.451 -0.582  0.1187
H -3.647 3.448 -0.008  0.2515
H -2.544 5.087 2.481  0.3961
H -1.709 4.943 5.039  0.3373
H -1.846 3.297 5.677  0.1979
H -0.271 3.924 5.215  0.2623
H -0.544 1.403 5.100  -0.1015
H -1.675 -2.627 0.701  -0.0290
H -0.793 -3.793 1.686  0.1691
H -2.553 -3.739 1.746  0.3046
H -2.692 -2.975 4.524  0.4243
H -2.696 -1.250 6.548  0.3396
H -1.230 -0.262 6.621  0.1808
H -2.716 0.428 5.987  0.2125
H 3.358 2.655 0.885  0.3194
H 4.762 2.380 1.927  0.3493
H 4.189 1.093 0.871  0.0874
H 4.197 0.347 4.069  0.4001
H 2.591 -0.693 6.004  0.3730
H 1.227 0.390 6.336  0.1796
H 0.976 -1.066 5.379  0.2195
S -1.660 -6.647 -3.231  -0.3518
C -1.111 -5.253 -3.926  -0.1916
N -1.618 -4.715 -5.048  0.4125
C -0.805 -3.751 -5.790  -0.2640
C 0.647 -4.152 -5.666  -0.9989
N 1.009 -4.146 -4.260  0.2938
C 2.344 -3.670 -3.889  -1.6764
C 2.659 -2.299 -4.418  0.4563
C 1.900 -1.217 -3.987  0.1740
C 2.202 0.061 -4.416  -0.6753
C 3.265 0.270 -5.287  -0.5700
C 4.020 -0.805 -5.727  -0.7054
C 3.713 -2.090 -5.292  -0.1524
C 0.095 -4.528 -3.341  0.4668
S 0.179 -4.246 -1.729  -0.1925
C -2.790 -5.316 -5.677  -0.9768
C -3.548 -4.351 -6.550  0.1849
C -4.006 -3.147 -6.026  -0.0459
C -4.732 -2.268 -6.813  -0.5080
C -5.017 -2.589 -8.134  -0.4858
C -4.565 -3.788 -8.666  -0.6212
C -3.828 -4.662 -7.876  -0.4272
H -0.950 -2.740 -5.400  -0.2629
H -1.127 -3.765 -6.830  0.6576
H 1.278 -3.426 -6.177  0.5417
H 0.817 -5.139 -6.114  0.2867
H 3.075 -4.401 -4.250  0.3192
H 2.405 -3.648 -2.806  0.4503
H 1.085 -1.382 -3.291  0.5683
H 1.615 0.898 -4.058  0.5032
H 3.507 1.275 -5.612  0.3759
H 4.856 -0.646 -6.398  0.3421
H 4.315 -2.934 -5.612  0.3561
H -3.420 -5.675 -4.863  0.4352
H -2.495 -6.204 -6.248  0.2939
H -3.784 -2.890 -4.998  0.4763
H -5.068 -1.329 -6.392  0.4285
H -5.584 -1.900 -8.748  0.3828
H -4.777 -4.042 -9.697  0.3601
H -3.467 -5.597 -8.290  0.3495
O 5.243 -0.957 -0.304  -0.7290
Cl 3.996 -1.494 -0.790  1.6972
O 4.260 -2.503 -1.790  -0.7173
O 3.246 -2.071 0.298  -0.6572
O 3.220 -0.422 -1.393  -0.6025
F -4.572 1.114 -4.090  -0.2717
C -3.688 1.301 -3.071  0.4131
F -4.366 1.073 -1.934  -0.2699
F -3.368 2.599 -3.087  -0.2520
C -2.394 0.403 -3.141  1.4570
O -1.472 0.834 -2.317  -0.8590
C -1.929 0.395 -4.636  -0.0097
F -0.710 -0.123 -4.767  -0.0826
F -2.740 -0.323 -5.461  -0.1802
F -1.887 1.641 -5.141  -0.3369
C -2.837 -1.070 -2.776  -0.0066
F -1.981 -1.980 -3.290  0.0703
F -2.849 -1.246 -1.457  -0.2397
F -4.071 -1.417 -3.234  -0.3608

Computed properties:
**Frontier orbital gap**: 7.23 eV
**LUMO level**: 3.574 eV
**Charge**: -2
**HOMO energy**: -0.1345 Ha
**Energy above the lowest of the compared OMol25 structures with the same formula, charge and spin**: 12.3 kcal/mol